Density functional theory data (ωB97M-V/def2-TZVPD) for a structure of composition H12O14PbS2 in a non-equilibrium geometry.

Calculated values
multiplicity = 1
highest occupied orbital energy = -1.6 eV
charge = -2
E_tot = -2049.9089 Ha

Geometry (Å):
1 Pb -5.1529 0.5274 17.9453
2 S -7.0943 -2.5978 18.4665
3 S -6.0007 1.8415 14.5632
4 O -6.0509 2.9581 18.2694
5 O -6.6933 -3.6296 19.4519
6 O -8.0866 -1.6698 19.1032
7 O -5.3368 3.1276 14.2304
8 O -5.2063 1.2399 15.7103
9 O -7.3694 2.0873 15.1084
10 O -7.6274 -3.1905 17.2362
11 O -3.3349 -1.0111 16.8231
12 O -7.6071 0.4032 17.0726
13 O -6.8140 0.2196 19.9883
14 O -3.3579 0.4417 20.0978
15 O -6.0215 0.9032 13.4382
16 O -5.8578 -1.7674 18.1553
17 O -3.0010 2.1140 17.2931
18 H -7.4837 1.0555 16.3263
19 H -5.4368 3.6978 18.2559
20 H -3.6024 -1.9335 16.7275
21 H -6.6405 0.0373 20.9142
22 H -3.0344 2.7208 16.5407
23 H -8.5282 0.5208 17.3192
24 H -6.9330 3.3407 18.2924
25 H -7.4456 -0.5356 19.6660
26 H -3.6248 1.0328 20.8093
27 H -2.4465 0.2029 20.2936
28 H -2.0885 2.0972 17.5958
29 H -2.7509 -0.8015 16.0893

Cartesian forces, eV/Å:
Pb -1.6 -1.3 -0.6
S 0.6 -1.0 0.1
S 0.3 0.6 -0.1
O 0.0 0.6 0.5
O -0.2 0.3 -0.3
O -0.5 -0.1 -0.1
O -0.2 -0.3 0.0
O 0.4 -0.4 0.1
O 0.0 0.1 -0.2
O 0.1 0.3 0.5
O 0.7 -0.3 0.2
O 0.2 0.6 0.0
O -0.1 1.1 0.6
O 0.5 0.1 0.4
O 0.0 0.3 0.2
O 0.4 0.1 -0.3
O 0.5 0.5 0.1
H -0.2 -0.1 -0.3
H 0.0 0.0 -0.3
H -0.4 0.1 0.1
H 0.1 -0.2 0.0
H -0.3 -0.3 -0.2
H 0.1 -0.4 0.3
H -0.1 -0.2 -0.2
H 0.2 -0.4 -0.2
H -0.1 0.0 0.0
H 0.0 -0.1 0.0
H 0.0 0.0 0.0
H -0.3 0.1 -0.2



Density functional theory data (ωB97M-V/def2-TZVPD) for a cluster of 6 separate species, H12O5S2 in total in a non-equilibrium geometry.

Calculated values
multiplicity = 2
highest occupied orbital energy (spin up / spin down) = -0.7 / -3.4 eV
expectation value of S² = 0.753
charge = -1
E_tot = -1179.7599 Ha

Geometry (Å):
1 S -2.9125 3.0574 -0.5491
2 S -2.4716 1.7814 1.1955
3 O 2.0181 -0.6037 0.5764
4 O 5.3307 -0.6339 0.6314
5 O -2.7326 -0.5370 -1.2585
6 O 0.2594 0.0493 -1.5581
7 O -0.7570 -1.4802 0.9223
8 H -0.4015 0.6336 -1.1432
9 H -0.1718 -0.8058 -1.5542
10 H 1.9763 0.2719 1.0017
11 H -3.4936 0.9113 1.4066
12 H -1.9894 3.9657 -0.2132
13 H -2.6532 -0.0024 -0.4476
14 H 1.7038 -0.3245 -0.3090
15 H 0.0808 -1.0152 0.8555
16 H 4.5087 -1.1077 0.7571
17 H -0.5019 -2.3923 1.0257
18 H 5.8690 -1.3131 0.1378
19 H -3.6617 -0.4547 -1.4774

Cartesian forces, eV/Å:
S -0.9 2.1 -3.2
S 1.0 -2.3 2.9
O 0.0 1.0 -0.1
O 1.3 -1.3 -0.9
O -0.1 -0.1 0.1
O 0.3 0.5 0.2
O -0.4 0.1 -0.1
H 0.1 -0.2 -0.2
H -0.5 -0.2 0.0
H 0.2 -0.5 0.3
H 0.0 0.3 0.0
H -0.1 -0.1 0.2
H 0.3 0.0 0.1
H -0.1 -0.4 -0.2
H 0.3 0.1 0.1
H -0.7 0.1 0.1
H 0.1 -0.5 0.1
H -0.7 1.2 0.8
H -0.1 0.1 -0.2



Density functional theory data (ωB97M-V/def2-TZVPD) for a cluster of 6 separate species, H12O5S2 in total in a non-equilibrium geometry.

Calculated values
multiplicity = 2
highest occupied orbital energy (spin up / spin down) = -14.5 / -14.5 eV
expectation value of S² = 0.755
charge = +1
E_tot = -1179.4270 Ha

Geometry (Å):
1 S -2.3098 -1.5880 -0.2807
2 S -3.1243 0.1987 0.2574
3 O -0.1895 1.6184 0.5272
4 O -0.2088 0.7850 -2.1476
5 O 1.1323 -1.2210 -0.9043
6 O 2.6174 1.5611 0.4630
7 O 0.1184 -1.0072 1.6677
8 H 0.5020 -1.2690 0.8064
9 H -2.6344 0.2828 1.5162
10 H 1.7788 -1.5558 -1.5385
11 H -0.6821 -1.5391 1.5964
12 H 2.2686 0.7008 0.2214
13 H 0.6227 2.0736 0.7875
14 H -1.0654 0.3502 -2.1767
15 H 0.7685 -0.4162 -1.3599
16 H 3.5334 1.4089 0.1937
17 H -0.1798 0.7473 0.9508
18 H -2.7398 -2.4066 0.7097
19 H -0.2081 1.2761 -1.2899

Cartesian forces, eV/Å:
S -0.8 0.6 -0.4
S 0.7 -0.6 -0.3
O -0.7 0.0 -0.4
O 0.1 0.1 0.7
O -0.1 0.6 -0.3
O 0.4 -0.4 -0.3
O -0.7 -0.2 -0.8
H 0.9 0.2 0.0
H -0.3 -0.2 0.2
H 0.0 -0.2 0.2
H 0.0 -0.1 0.9
H -0.5 -0.4 0.0
H 0.1 0.0 0.1
H -0.1 0.1 -0.3
H 0.0 -0.5 0.0
H 0.1 0.7 0.2
H 0.5 0.0 0.4
H 0.2 0.3 0.3
H 0.0 0.1 -0.3



Density functional theory data (ωB97M-V/def2-TZVPD) for a cluster of 6 separate species, H12O6 in total.

Calculated values
multiplicity = 1
highest occupied orbital energy = -10.7 eV
charge = 0
E_tot = -458.6058 Ha
structure (SMILES) = O.O.O.O.O.O

Geometry (Å):
1 O 2.5920 0.8474 -1.3739
2 O 0.1314 -1.1630 -1.0636
3 O -3.0373 1.8088 -0.5691
4 O -3.6547 -2.5001 0.2911
5 O 4.4722 -1.1270 0.6690
6 O 0.1328 2.4867 1.2724
7 H -4.0670 -3.2290 0.7683
8 H -3.6262 -1.7841 0.9358
9 H 0.9211 -1.6064 -0.7338
10 H 5.0668 -1.8554 0.8805
11 H -0.5331 -1.3329 -0.3863
12 H -0.8115 2.6289 1.1419
13 H -2.3986 2.2812 -1.1150
14 H 2.4937 1.2564 -2.2411
15 H -3.7289 2.4589 -0.4017
16 H 0.1771 1.6994 1.8266
17 H 1.9283 0.1485 -1.3676
18 H 3.9419 -1.0180 1.4665

Cartesian forces, eV/Å:
O 0.0 0.0 -0.2
O 0.2 -0.1 0.1
O 0.0 0.2 0.1
O 0.0 0.0 0.2
O 0.0 -0.2 0.2
O -0.2 0.0 0.1
H 0.0 0.0 -0.1
H 0.0 0.0 -0.1
H -0.1 -0.1 0.0
H 0.0 0.1 -0.1
H -0.1 0.1 -0.1
H 0.0 -0.1 0.0
H 0.0 -0.1 0.0
H 0.0 0.0 0.1
H 0.0 -0.1 0.0
H 0.1 0.1 -0.1
H -0.1 0.2 0.0
H 0.1 0.1 -0.1